Record 1
This record from the OMol25 dataset describes C6H13NO as an isolated structure in a non-equilibrium geometry. The level of theory is ωB97M-V/def2-TZVPD.

XYZ file:
```
21
Properties=species:S:1:pos:R:3:forces:R:3:nbo_charge:R:1
C 0.2043 -0.7622 0.4573 -1.9 2.1 0.5 -0.358
C 1.0685 -0.3518 -0.6810 4.0 0.1 0.0 -0.234
C 2.3576 -1.3433 -1.0205 -1.4 -0.9 3.1 -0.601
C 1.7972 1.0633 -0.4360 0.6 -1.4 -2.1 -0.614
C -0.8132 0.1163 0.9933 0.0 -3.3 -5.9 0.302
N -1.7391 0.7524 0.0715 -2.0 0.5 2.0 -0.647
C -2.3058 0.0704 -1.1728 3.1 0.4 1.0 -0.415
O -0.8829 0.3431 2.2853 -0.1 1.7 0.5 -0.613
H 0.4796 -1.5632 1.1049 0.7 -0.1 0.6 0.218
H -0.1356 0.9933 1.5250 0.5 -0.1 2.5 0.534
H 0.6469 -0.2809 -1.6882 -0.6 0.1 0.3 0.199
H 1.9178 -2.3603 -1.0713 0.5 0.4 -0.4 0.205
H 3.2993 -1.4405 -0.3263 -2.2 0.7 -0.6 0.206
H 2.7519 -1.0127 -1.9251 0.5 0.3 -1.8 0.198
H 2.4316 1.1553 -1.3741 -0.8 0.5 0.9 0.201
H 2.5394 1.1899 0.3624 -0.6 -0.6 0.3 0.213
H 1.0575 1.8340 -0.4112 -0.4 0.8 0.0 0.200
H -2.4554 1.2915 0.6815 1.6 -1.2 -1.7 0.394
H -1.6706 0.3288 -2.0357 -0.7 0.5 0.1 0.196
H -2.1355 -0.9650 -1.1076 0.6 -1.6 0.6 0.205
H -3.3415 0.0625 -1.3581 -1.3 1.3 0.1 0.214
```
Positions in Å, forces in eV/Å.

Orbital gap   0.2962 Eh
LUMO energy   0.5 eV
Total energy   -366.2014 Eh

=====

Record 2
This record from the OMol25 dataset describes a 3-piece molecular cluster, C25H50F5N4O3S overall in a non-equilibrium geometry. The level of theory is ωB97M-V/def2-TZVPD.

XYZ file:
```
88
Properties=species:S:1:pos:R:3:forces:R:3:lowdin_charge:R:1
C 3.8267 -1.8735 7.9409 0.1 0.9 -0.2 0.023
C 2.7187 -1.1251 7.1658 0.6 -0.3 1.3 -0.284
F 1.6467 -1.9531 7.0597 -0.1 0.2 -0.5 0.057
N 3.1633 -0.6658 5.8344 0.8 0.6 -0.7 0.142
C 2.6052 -0.9179 4.6497 -1.9 -1.6 -0.9 -0.188
C 1.3664 -1.7092 4.3272 -0.2 0.3 -0.3 -0.071
C 0.0904 -0.8665 4.6177 1.0 0.6 0.1 -0.151
C -0.0976 0.3011 3.6097 -0.7 -1.1 0.6 -0.166
C -0.9503 -0.1177 2.4125 0.3 1.1 -0.5 -0.246
O -0.1975 -0.8740 1.4567 0.0 0.1 0.4 -0.074
N 3.2984 -0.3752 3.6670 0.9 0.5 1.5 0.206
C 4.3768 0.2852 4.2628 0.1 -0.2 -1.2 -0.215
S 5.5328 1.1019 3.2106 0.5 2.0 -0.5 0.773
O 6.2097 2.1456 3.9034 0.3 -0.6 0.9 -0.219
O 4.8708 1.4983 2.0121 -0.6 -1.1 -0.3 -0.228
C 6.7779 -0.2233 2.8132 -1.0 -0.7 0.8 -0.675
F 7.3424 -0.5941 3.9643 0.3 0.2 -0.2 0.153
F 6.0848 -1.2793 2.3616 0.2 0.1 -0.3 0.142
F 7.6499 0.1882 1.9455 0.1 0.1 -0.1 0.224
C 4.3093 0.1214 5.6037 0.3 0.0 0.5 -0.118
C 5.2918 0.6559 6.6114 0.2 0.5 0.0 -0.076
C 5.3080 2.2104 6.7957 -0.3 0.1 0.1 -0.135
C 4.1184 2.9702 6.2120 0.4 0.5 0.5 -0.204
F 4.4316 4.3227 6.2995 -0.1 -0.1 0.0 -0.037
H 4.0326 -1.2834 8.8372 0.0 -0.4 0.1 0.092
H 3.4902 -2.8746 8.1998 0.0 0.1 0.0 0.100
H 4.7649 -1.8998 7.3850 -0.2 -0.3 -0.1 0.085
H 2.4056 -0.2359 7.7197 -0.1 0.0 -0.2 0.168
H 1.3703 -2.6722 4.8360 0.0 0.2 0.1 0.127
H 1.3983 -1.9060 3.2499 0.0 -0.1 0.1 0.122
H -0.7789 -1.5234 4.6403 0.0 0.1 0.1 0.125
H 0.2350 -0.4060 5.6018 -0.3 -0.3 0.1 0.103
H -0.6146 1.0954 4.1564 0.1 0.1 -0.2 0.120
H 0.8792 0.6657 3.2762 -0.2 0.2 0.0 0.103
H -1.8501 -0.6572 2.7132 0.3 -0.3 0.0 0.125
H -1.2943 0.7996 1.9140 -0.1 -0.2 0.1 0.122
H 0.2776 -0.2033 0.9533 0.0 -0.3 -0.3 0.086
H 3.0838 -0.4508 2.6814 0.0 0.1 0.0 0.188
H 5.1850 0.2117 7.5970 -0.2 -0.2 -0.2 0.099
H 6.2814 0.3551 6.2529 -0.1 0.0 0.1 0.128
H 5.3228 2.4153 7.8699 0.0 0.0 -0.1 0.122
H 6.2149 2.6650 6.3993 -0.1 -0.3 -0.2 0.114
H 3.2285 2.8382 6.8391 -0.1 -0.2 -0.4 0.127
H 3.9346 2.7774 5.1552 -0.1 -0.2 0.1 0.104
C 1.4250 -2.5239 -2.0671 0.1 0.0 0.0 -0.091
C 0.1796 -1.7587 -2.4869 0.0 -0.2 -0.1 -0.278
N 0.4381 -0.3946 -2.9115 0.0 0.3 0.2 -0.202
C -0.7768 0.3898 -3.0805 -0.2 0.1 0.1 -0.249
C -1.7590 -0.0260 -4.1805 -0.1 0.1 -0.1 -0.084
C 1.4350 -0.2364 -3.9599 0.3 -0.1 -0.1 -0.248
C 1.1892 -0.9439 -5.2987 0.0 0.1 -0.1 -0.080
H 1.9466 -2.0091 -1.2568 0.0 0.0 0.0 0.067
H 1.1425 -3.5155 -1.7106 0.0 0.0 0.0 0.074
H 2.1226 -2.6675 -2.8927 0.0 0.0 0.0 0.066
H -0.4929 -1.7283 -1.6246 -0.1 0.1 -0.1 0.111
H -0.3376 -2.3419 -3.2638 0.0 -0.1 0.0 0.102
H -0.4976 1.4362 -3.2321 0.1 0.0 -0.1 0.112
H -1.3126 0.3740 -2.1248 0.1 -0.1 0.0 0.104
H -1.4091 0.2684 -5.1687 0.0 -0.1 0.0 0.058
H -2.7168 0.4760 -4.0235 0.0 0.0 0.0 0.064
H -1.9524 -1.0990 -4.1848 0.0 0.0 0.0 0.070
H 2.3965 -0.5783 -3.5678 -0.1 -0.1 0.1 0.098
H 1.5836 0.8309 -4.1423 -0.2 0.0 0.1 0.115
H 0.8086 -1.9580 -5.1695 0.0 0.0 0.0 0.069
H 2.1265 -1.0153 -5.8539 0.0 0.0 0.0 0.074
H 0.4915 -0.3934 -5.9273 -0.1 -0.1 0.0 0.056
C -8.5953 -0.5120 -6.7768 0.0 0.0 0.0 -0.090
C -7.8123 0.7904 -6.7093 0.0 -0.1 -0.2 -0.274
N -6.9518 0.8967 -5.5440 0.1 0.1 0.2 -0.199
C -6.3951 2.2281 -5.3638 -0.1 0.2 0.0 -0.251
C -5.4250 2.7580 -6.4269 0.1 0.1 0.1 -0.086
C -6.0217 -0.2004 -5.3433 0.0 -0.3 0.0 -0.250
C -5.0081 -0.4990 -6.4563 0.2 0.0 0.1 -0.083
H -9.2100 -0.6467 -5.8856 0.1 0.0 0.0 0.080
H -9.2562 -0.4964 -7.6444 0.0 0.0 0.0 0.074
H -7.9439 -1.3802 -6.8850 0.0 0.0 0.0 0.063
H -8.5328 1.6117 -6.6761 0.1 0.1 0.1 0.118
H -7.2506 0.9080 -7.6492 0.0 0.0 0.0 0.100
H -5.9066 2.2715 -4.3857 0.0 -0.1 0.0 0.109
H -7.2350 2.9265 -5.2932 -0.1 -0.1 -0.1 0.109
H -4.4356 2.3112 -6.3344 0.0 -0.1 -0.1 0.051
H -5.2977 3.8354 -6.3001 0.0 0.0 0.0 0.071
H -5.7881 2.5912 -7.4411 0.0 0.0 0.0 0.067
H -6.6019 -1.1088 -5.1622 -0.1 0.1 -0.1 0.100
H -5.4831 -0.0351 -4.4056 0.0 0.2 0.0 0.106
H -5.4523 -0.4471 -7.4510 0.0 0.0 0.0 0.069
H -4.6095 -1.5083 -6.3300 0.0 0.0 0.0 0.072
H -4.1591 0.1827 -6.4224 0.0 0.0 -0.1 0.044
```
Positions in Å, forces in eV/Å.

Net charge   +1
Orbital gap   0.2109 Eh
LUMO energy   -3.4 eV
Total energy   -2324.5245 Eh

=====

> Among the records above, which one has the highest LUMO energy?

C6H13NO

=====

> Which of these has the lowest total energy?

C25H50F5N4O3S

=====

> The highest LUMO energy belongs to which entry?

C6H13NO

=====

> Which formula does entry 1 have?

C6H13NO